{"formula": "C45H43BCaF9I2N4O12PS", "method": "ωB97M-V with the def2-TZVPD basis set", "symbols": ["I", "I", "Ca", "S", "P", "F", "F", "F", "F", "F", "F", "F", "F", "F", "O", "O", "O", "O", "O", "O", "O", "O", "O", "O", "O", "O", "N", "N", "N", "N", "C", "C", "C", "C", "C", "C", "C", "C", "C", "C", "C", "C", "C", "C", "C", "C", "C", "C", "C", "C", "C", "C", "C", "C", "C", "C", "C", "C", "C", "C", "C", "C", "C", "C", "C", "C", "C", "C", "C", "C", "C", "C", "C", "C", "C", "B", "H", "H", "H", "H", "H", "H", "H", "H", "H", "H", "H", "H", "H", "H", "H", "H", "H", "H", "H", "H", "H", "H", "H", "H", "H", "H", "H", "H", "H", "H", "H", "H", "H", "H", "H", "H", "H", "H", "H", "H", "H", "H", "H"], "xyz": [[2.3725, -5.7003, 3.2567], [0.9283, -2.8709, 2.7305], [1.0362, -1.1803, -0.0050], [4.0199, -0.8279, 0.7706], [0.1335, 1.7062, -0.5246], [4.7935, 6.2594, -2.7142], [5.9208, 5.2118, -1.1833], [-2.0866, 6.7528, 3.5341], [-1.1213, 5.4708, 4.9983], [-3.5806, 1.8152, -6.1599], [5.7790, 4.3878, -3.1756], [-5.1568, 2.2093, -4.7222], [0.0436, 6.9063, 3.8768], [-3.9361, 3.8317, -5.4671], [-2.0716, -2.9976, 1.5077], [2.1887, -4.9152, -6.2956], [4.5082, 0.5787, -4.4399], [3.3387, -3.3569, -7.2276], [1.7545, -0.5095, -1.8863], [2.6383, 1.4375, -3.8130], [1.5202, -3.0284, -0.6397], [0.9384, -0.1176, 1.8683], [-1.1554, -1.2711, 0.1249], [-3.5360, -1.8989, 0.1336], [-0.2817, -3.7317, -1.8027], [-1.6566, -0.0094, -0.4573], [3.3363, 0.4841, -4.0947], [4.1831, -3.5177, 0.9407], [2.6802, -3.7949, -6.2910], [5.5757, -2.6415, -0.4924], [-2.0332, 1.4934, 6.0548], [-0.9757, 6.0229, 3.7729], [2.7396, -0.8583, -4.0363], [-0.6745, 1.9758, -3.1928], [3.9491, 3.2117, -0.9452], [3.0177, -1.6870, -5.0967], [-4.3335, -2.6932, 1.0260], [-0.7356, 4.9927, 2.7204], [-3.3053, -3.7167, 1.6086], [-4.8702, -1.7447, 2.0957], [3.8405, 4.2892, -1.8150], [-1.2096, 5.1805, 1.4309], [0.8201, -3.1941, -1.7168], [1.9737, -1.2648, -2.8959], [1.4996, -2.6309, -2.9569], [-3.1603, -4.9716, 0.7588], [2.6025, 4.6489, -2.3252], [5.9896, -4.0366, -0.4054], [5.0725, 5.0305, -2.2220], [2.4700, -2.9537, -5.1276], [0.2669, -0.8634, 2.5708], [-1.6706, 0.1158, 4.0822], [-2.7233, 0.6917, 4.9372], [1.5519, 2.8446, -1.0897], [-3.5960, 1.6374, 4.0996], [4.5857, -2.3681, 0.3915], [-3.5374, -4.0851, 3.0617], [-2.9232, 2.3299, -3.9466], [-0.0060, 3.8553, 3.0213], [1.7138, -3.4215, -4.0467], [-5.4760, -3.3156, 0.2496], [-3.5777, -0.4246, 5.5493], [-1.0787, 2.0984, -1.8640], [1.4703, 3.9319, -1.9602], [-0.2887, 3.0348, 0.7504], [-0.7975, -0.3412, 3.3976], [-3.3519, 2.4224, -2.6282], [-1.5875, 2.1008, -4.2303], [-0.9790, 4.2160, 0.4613], [4.8209, -4.6812, 0.3477], [-2.4347, 2.3036, -1.5966], [6.4042, -1.6320, -1.1076], [2.8103, 2.5044, -0.5905], [0.2079, 2.8885, 2.0476], [-3.8930, 2.5351, -5.0641], [-2.2255, -2.0226, 0.5463], [-2.9555, -1.1343, 6.0972], [-4.3720, 2.0732, 4.7361], [4.9183, 2.9137, -0.5592], [-1.3492, 0.8600, 6.6240], [-5.1056, -3.8603, -0.6197], [5.7827, -0.8107, -1.4550], [-4.4031, 2.5639, -2.4106], [7.1477, -1.2300, -0.4098], [-1.3432, 4.3983, -0.5425], [-4.0596, -5.5928, 0.7969], [-6.1473, -2.5265, -0.1004], [3.3109, -3.6011, 1.4416], [-6.0426, -4.0013, 0.8892], [-2.8489, -4.8833, 3.3506], [6.9173, -2.0767, -1.9608], [-1.7586, 6.0809, 1.1834], [-2.9921, 2.4444, 3.6790], [-5.4958, -2.2572, 2.8302], [-3.3510, -3.2276, 3.7114], [0.5090, 4.2295, -2.3670], [6.1306, -4.4594, -1.3985], [-2.7892, 1.9013, 6.7339], [-1.2618, 2.0052, -5.2597], [-4.1165, -0.9700, 4.7688], [0.3974, 3.7196, 4.0163], [-4.0288, -1.2625, 2.6071], [-1.4665, 2.3228, 5.6328], [2.9051, 1.6539, 0.0753], [5.1404, -5.3757, 1.1192], [-4.5657, -4.4338, 3.2125], [-5.4530, -0.9638, 1.6028], [4.1393, -5.2018, -0.3255], [-2.3095, -5.5435, 1.1346], [0.7725, 2.0057, 2.2971], [6.9322, -4.1257, 0.1461], [1.3153, -4.4278, -4.0745], [-2.9396, -4.7052, -0.2792], [0.3686, 1.7742, -3.4147], [-4.3097, 0.0079, 6.2374], [2.5248, 5.4804, -3.0160], [-4.0772, 1.1046, 3.2767], [3.6392, -1.3421, -5.9088], [-2.7777, 2.3424, -0.5704]], "atomic_forces_ev_per_a": [[0.1374, -0.3016, 0.0250], [-0.3530, -0.1222, 0.7184], [0.4083, 1.6844, 0.2314], [0.0226, -0.0561, -0.0272], [0.4369, 1.6036, -0.1380], [0.1027, -0.0414, 0.0116], [0.0169, 0.0435, -0.0805], [0.0615, -0.0014, 0.0927], [-0.0298, 0.1107, -0.0206], [-0.0768, 0.0449, 0.0080], [0.0041, 0.0783, 0.0351], [0.0180, 0.0204, -0.0767], [-0.0390, 0.0326, 0.0493], [-0.0467, -0.0246, -0.0330], [0.1600, 0.0407, 0.1382], [0.0142, 0.0939, 0.0695], [-0.2441, -0.1167, 0.0029], [-0.0176, 0.0708, 0.1122], [0.4634, -0.1029, -2.0173], [-0.0065, -0.0498, -0.0105], [0.0178, -2.2564, -1.3313], [-0.5164, 0.6775, 1.6940], [-1.7277, -0.4425, 0.5992], [-0.0694, -0.0263, 0.0137], [0.4193, 0.1169, -0.0255], [0.0794, -0.0233, -0.0075], [0.0474, -0.1031, 0.1438], [0.0360, 0.0125, 0.0250], [0.0177, 0.0002, 0.0965], [0.0532, 0.1427, -0.1094], [-0.0378, -0.0371, 0.0272], [0.0168, -0.0586, -0.0445], [0.1088, 0.1235, 0.1943], [0.1218, 0.0147, 0.0226], [-0.0587, -0.0292, 0.0528], [0.0430, -0.0012, -0.2796], [0.1040, 0.0485, 0.0584], [-0.0398, -0.0457, -0.0392], [-0.0364, -0.0522, -0.1457], [0.1571, 0.1499, -0.0412], [-0.0176, -0.0601, 0.0445], [-0.0406, -0.0245, -0.1323], [0.0386, -0.6147, -0.0815], [0.0335, 0.2168, 0.2048], [0.0743, 0.3167, 0.2682], [0.0839, 0.0137, -0.1626], [-0.1366, -0.0385, -0.0054], [-0.0820, 0.1259, -0.0003], [-0.0704, -0.0508, 0.0115], [0.0481, -0.0466, -0.1422], [0.3653, 0.5070, 0.4784], [-0.3904, 0.0695, 0.2378], [0.1457, 0.1015, 0.0141], [0.0709, -0.2408, -0.2158], [-0.0146, 0.0031, -0.0370], [0.0312, -0.1911, -0.0319], [0.0043, -0.0368, 0.1247], [-0.0732, 0.0274, 0.1067], [0.0751, -0.1260, -0.0714], [-0.1127, -0.2116, -0.0970], [-0.0667, -0.0244, -0.0633], [-0.0470, -0.0840, -0.1130], [-0.0720, -0.3341, 0.0571], [-0.0180, 0.0136, 0.0814], [-0.3120, -0.1559, 0.0717], [0.3547, -0.3572, -0.3767], [0.0404, 0.0346, 0.0186], [0.1426, -0.0327, 0.0010], [-0.0360, -0.0276, -0.0568], [-0.0315, 0.1029, -0.0183], [0.0870, 0.0122, 0.0038], [-0.0183, -0.0972, 0.0393], [-0.0247, 0.0030, -0.0527], [-0.0382, 0.0508, -0.0323], [0.0570, -0.0493, 0.0593], [0.2100, 0.3103, -0.3596], [-0.0181, 0.0217, -0.0002], [0.0375, -0.0152, -0.0300], [-0.0831, 0.0193, -0.0043], [-0.0598, 0.0313, -0.0094], [-0.0362, 0.0307, 0.0811], [-0.0295, 0.0165, 0.0044], [0.0385, 0.0121, 0.0142], [0.0089, -0.0282, -0.0051], [-0.0096, -0.0392, 0.0417], [0.0609, 0.0181, 0.0047], [0.0397, -0.0763, 0.0248], [0.0489, -0.0002, 0.0818], [0.0201, 0.0540, -0.0707], [-0.0544, 0.0776, -0.0043], [-0.0230, 0.0118, 0.0005], [-0.0006, -0.0408, -0.0191], [-0.0267, -0.0368, -0.0024], [0.0090, 0.0337, -0.0379], [-0.0523, -0.0530, -0.0288], [0.0791, -0.0313, -0.0059], [0.0302, -0.0159, -0.0676], [0.0595, -0.0435, -0.0569], [0.0220, -0.0035, 0.0697], [0.0691, 0.0491, 0.1328], [-0.0127, -0.0504, 0.0276], [-0.1279, -0.0875, -0.0474], [0.0350, 0.0234, -0.0099], [0.0436, -0.0329, -0.0574], [-0.0145, -0.0587, 0.0438], [0.1190, -0.0142, 0.0006], [-0.0024, -0.0210, 0.0397], [-0.0954, 0.0409, -0.0417], [-0.0583, 0.0132, -0.0227], [0.0203, -0.0965, 0.0350], [0.0383, 0.0270, 0.0518], [-0.0301, 0.0632, 0.0392], [-0.0441, -0.0530, 0.0777], [-0.0722, -0.0280, -0.0287], [0.0314, -0.0090, -0.0349], [-0.0274, -0.0354, 0.0661], [0.0359, 0.0213, 0.0417], [0.0033, 0.0337, -0.0307], [-0.0004, -0.0510, -0.0299]], "mulliken_charge": [-0.69, 0.12, 0.61, -0.34, 2.90, -0.30, -0.29, -0.30, -0.26, -0.28, -0.25, -0.29, -0.29, -0.28, -0.14, -0.66, -0.64, -0.68, 0.45, -0.52, -0.65, -0.41, 0.48, -0.65, -0.70, -1.25, 0.90, 0.16, 1.02, 0.22, -1.64, 0.84, -0.71, -0.74, -0.95, -0.32, 1.61, 0.60, 1.63, -1.31, 0.60, -1.21, -0.45, 0.28, 0.98, -2.09, -1.03, -0.59, 0.79, -0.92, -0.15, -0.79, 2.69, 0.36, -1.36, 0.11, -1.73, 0.35, -1.12, -0.21, -2.05, -1.51, -0.45, -0.15, 0.24, 0.37, -1.05, -0.98, -0.31, -0.72, -0.48, -0.87, -0.37, -0.42, 0.80, 0.74, 0.35, 0.46, 0.45, 0.37, 0.37, 0.23, 0.42, 0.26, 0.31, 0.37, 0.46, -0.12, 0.33, 0.51, 0.32, 0.46, 0.17, 0.44, 0.22, 0.21, 0.38, 0.44, 0.46, 0.17, 0.35, -0.42, 0.18, -0.12, 0.34, 0.30, 0.62, 0.24, 0.49, 0.41, 0.34, 0.60, 0.35, 0.60, 0.46, 0.41, 0.18, 0.60, 0.72], "gap_ev": 6.88, "e_homo_ev": -3.36, "relative_energy_kcal_mol": 61.8, "total_charge": -2}